No. 1
This record from the OMol25 dataset describes a molecular structure, C29H31Cl2CoF5N3OS2Sb. The level of theory is ωB97M-V/def2-TZVPD.

The geometry in ORCA input format:
```
! wB97M-V def2-TZVPD RIJCOSX def2/J DEFGRID3
* xyz -2 2
Co -0.9831 -0.8522 0.9106
N -0.7076 1.6531 4.4951
C -0.3828 0.9262 3.3586
S -1.2742 1.2896 1.9302
N 0.5942 0.0683 3.5353
N 0.9287 -0.5914 2.3926
C 2.0330 -1.2386 2.4265
C 2.4802 -1.8698 1.2046
C 3.4455 -2.6993 0.7621
C 3.2825 -2.5876 -2.0824
C 2.0351 -2.1560 -2.8389
C 0.8737 -1.7971 -2.2798
C 0.6130 -1.5284 -0.7925
O 0.0184 -0.2805 -0.6318
H -1.6710 1.9461 4.5037
H -0.3945 1.1992 5.3413
H 2.6282 -1.2743 3.3397
H 4.2508 -3.2406 1.2430
H 3.6771 -3.4992 -2.5323
H 2.1067 -2.2117 -3.9218
H 0.0268 -1.5612 -2.9168
Cl -3.3874 -1.2421 -0.4374
C -3.7823 -2.7195 0.4052
C -4.5905 -3.6102 -0.2748
C -5.0069 -4.7807 0.3407
C -4.6070 -5.0239 1.6443
C -3.7885 -4.1206 2.2962
Cl -3.3354 -4.5197 3.9350
C -3.3017 -2.9323 1.7153
S -2.2478 -1.8548 2.5618
H -4.8909 -3.3749 -1.2873
H -5.6320 -5.4897 -0.1869
H -4.9121 -5.9230 2.1635
C -1.4737 1.6205 -5.8948
C -1.2654 2.5661 -4.7147
C -2.1056 3.8252 -4.8900
Sb -1.5356 1.4471 -2.8219
C -0.0440 2.5648 -1.7138
C 1.3463 2.1708 -2.1930
C -0.2313 4.0759 -1.7454
C -3.2837 2.5502 -2.1104
C -4.5444 1.9573 -2.7349
C -3.3624 2.5220 -0.5888
H -1.2569 2.1166 -6.8505
H -2.5094 1.2680 -5.9376
H -0.8374 0.7364 -5.8211
H -0.2085 2.8516 -4.6875
H -3.1737 3.5901 -4.8961
H -1.8799 4.3185 -5.8456
H -1.9353 4.5496 -4.0931
H -0.1701 2.1861 -0.6962
H 1.5046 2.4498 -3.2429
H 1.5113 1.1011 -2.0807
H 2.1115 2.6847 -1.6005
H -0.0615 4.4787 -2.7496
H 0.4968 4.5555 -1.0800
H -1.2256 4.3867 -1.4178
H -3.1741 3.5849 -2.4454
H -4.6784 0.9185 -2.4209
H -4.5126 1.9689 -3.8284
H -5.4375 2.5121 -2.4207
H -3.4330 1.5041 -0.1997
H -4.2534 3.0599 -0.2399
H -2.4925 2.9789 -0.1161
F -0.9763 -4.4965 0.9346
C -0.1519 -3.7446 0.1279
C -0.2845 -2.4355 0.0183
C 1.9940 -1.5994 -0.1924
F 2.6846 -0.4493 -0.6137
C 2.8200 -2.8374 -0.6425
F 4.3280 -1.6614 -2.2036
C 2.1405 -4.1769 -0.7113
F 3.0052 -5.1464 -1.1637
C 0.9152 -4.5776 -0.3917
F 0.6419 -5.9025 -0.5155
*
```

Relative energy (zero: lowest compared OMol25 entry of this formula, charge and spin) (kJ/mol): 0.0
Kohn-Sham gap (alpha / beta) (eV): 6.10 / 6.04
LUMO level (alpha / beta) (eV): 4.45 / 4.45
E_tot (a.u.): -5202.1951

***

No. 2
This record from the OMol25 dataset describes 24 unconnected molecules or ions with the total composition C8H64N2O25P at a distorted geometry. The level of theory is ωB97M-V/def2-TZVPD.

The geometry in ORCA input format:
```
! wB97M-V def2-TZVPD RIJCOSX def2/J DEFGRID3
* xyz 1 1
C 3.2723 2.6294 -0.6083
C 3.9159 1.2631 -0.7802
C 3.1307 0.2950 -1.6691
C 1.6762 0.2755 -1.2214
C 0.8987 -0.9053 -1.8019
C -0.4556 -1.2152 -1.1094
P -1.0609 0.0660 -0.0259
C -2.2622 1.0790 -0.8872
C -1.5975 1.7259 -2.0737
N -2.1424 1.8918 -3.1934
O -1.8231 -0.6674 1.2502
N -0.9761 -0.3707 2.4115
O -1.5279 0.2699 3.1943
H 2.3296 2.6101 -0.0720
H 3.1112 3.0853 -1.5788
H 3.9612 3.2317 -0.0331
H 4.0546 0.7590 0.1736
H 4.9000 1.4218 -1.2016
H 3.2154 0.5555 -2.7134
H 3.5440 -0.7010 -1.5761
H 1.2345 1.1978 -1.5933
H 1.6952 0.2181 -0.1335
H 1.5379 -1.7751 -1.7537
H 0.7182 -0.7295 -2.8545
H -1.2141 -1.3163 -1.8881
H -0.4193 -2.1856 -0.6230
H -0.0777 0.8571 0.5726
H -3.1326 0.4875 -1.1636
H -2.5557 1.8837 -0.2153
H -0.5924 2.1123 -1.9491
H -3.0876 1.4953 -3.1625
O -1.5666 -1.9204 -3.9052
H -2.1928 -1.2322 -4.1646
H -1.9730 -2.7354 -4.2204
O 4.5776 -0.7777 -4.0524
H 5.4365 -1.0834 -3.7308
H 4.1077 -1.5944 -4.2570
O 6.2317 3.3953 0.3788
H 6.7080 3.7346 -0.3878
H 6.6221 3.8637 1.1255
O -2.3784 2.8256 1.7002
H -2.6219 3.4291 2.4158
H -2.4008 1.9668 2.1361
O -2.5099 -0.6554 -6.4637
H -1.9757 0.1105 -6.7033
H -1.9271 -1.4069 -6.6202
O 3.4328 -3.6011 -2.8741
H 2.6124 -4.0758 -3.0481
H 3.5033 -3.5912 -1.9132
O 3.6071 6.0608 0.6627
H 2.9214 5.7234 0.0754
H 4.3827 5.5308 0.4456
O 0.0526 3.9164 0.9416
H -0.7797 3.4434 1.0810
H 0.3463 4.1262 1.8415
O -2.4149 -1.4463 5.5285
H -3.2977 -1.0720 5.6273
H -2.0363 -0.9929 4.7697
O -4.5416 3.7630 -4.1093
H -3.7225 3.4127 -3.7410
H -5.0551 2.9915 -4.3699
O -2.4627 -3.6796 1.4459
H -2.7919 -3.8182 2.3490
H -2.2923 -2.7365 1.3754
O 0.0045 -4.4846 0.5723
H 0.0225 -5.1090 -0.1621
H -0.8938 -4.5671 0.9263
O -4.1923 -1.0866 -2.1490
H -4.6156 -1.8274 -1.6995
H -4.8715 -0.7612 -2.7529
O 0.9254 4.8280 3.9301
H 0.7911 5.6752 4.3756
H 1.2889 4.2558 4.6154
O -1.1868 2.6738 4.4913
H -0.7119 3.3998 4.0560
H -0.6303 1.9094 4.3162
O 7.2942 -2.0631 -4.4228
H 7.9608 -2.6910 -4.1241
H 7.0884 -2.3421 -5.3218
O -3.5369 -4.8184 3.8095
H -4.3056 -5.3888 3.6840
H -3.4191 -4.7647 4.7708
O -2.3244 -5.5536 -1.0554
H -2.5667 -5.0192 -0.2878
H -2.2362 -6.4470 -0.7034
O -0.2334 4.8150 -1.5512
H -1.0928 4.4357 -1.7601
H -0.1979 4.8358 -0.5840
O -5.7011 -4.4921 1.9092
H -5.2803 -4.1217 1.1265
H -5.3759 -3.9434 2.6321
O -1.8364 -5.1923 6.4346
H -1.3893 -4.3745 6.1863
H -1.1858 -5.8792 6.2463
O 2.3273 7.3324 4.0467
H 2.6172 7.5459 3.1525
H 2.8370 7.9210 4.6138
O -0.2680 -5.6502 3.4430
H -1.1673 -5.3002 3.4362
H 0.1901 -5.1696 2.7396
*
```

Kohn-Sham gap (eV): 7.02
LUMO level (eV): -5.44
E_tot (a.u.): -2674.7127